(1)
Entry from the OMol25 dataset: a 10-piece molecular cluster, C36H72F9NO12S10 overall in a non-equilibrium geometry (ωB97M-V with the def2-TZVPD basis set).

Summary:
LUMO level in eV: -0.1040
Frontier orbital gap in Ha: 0.2925
Max |F| in eV/A: 10.0
E in Eh: -7252.320280

```
! wB97M-V def2-TZVPD RIJCOSX def2/J DEFGRID3
* xyz 0 1
S -3.2951 2.5285 1.0938
S 2.4049 -6.3331 -0.1339
S -7.8626 1.2824 -2.4155
S 1.7892 6.2635 -1.5171
S -2.3201 -8.4059 -2.7659
S 6.2466 5.1318 2.3751
S 9.5466 0.4318 2.6251
S -6.9920 1.0915 -6.5921
S 8.6940 1.5805 -1.6656
S -3.4337 6.9754 3.9025
F 3.1398 -1.5835 -3.0404
F 1.0890 -0.9867 -1.9786
F 2.7001 -3.9773 -2.3958
F 4.7050 -0.6396 -1.0818
F 3.9348 1.9502 -0.6119
F 1.5844 1.5272 -0.5189
F 2.9592 -0.6034 0.6831
F 2.8632 1.3134 -2.6451
F 3.5986 -3.2977 -0.2947
O 0.7172 -2.6725 0.4821
O 5.8542 6.4760 2.9147
O 9.1542 1.7760 3.1647
O -1.2835 -7.8592 -1.8285
O 1.3968 7.6077 -0.9775
O -8.4062 0.0592 -1.7369
O 1.4941 -2.2444 2.8966
O -8.2475 1.5720 -5.9250
O -4.1186 1.2770 1.1821
O -3.2667 5.4853 3.9648
O 1.5126 -4.4881 1.6472
O 9.9528 2.2117 -1.1467
N -0.1310 -5.9145 0.4896
C -1.1448 -5.8614 2.9280
C 1.0020 -3.6581 -0.5719
C 9.4254 -0.7561 3.9837
C -1.6184 -3.3868 -1.4224
C -2.6241 7.6747 5.3609
C 7.8515 0.8132 -0.2607
C 6.1254 3.9439 3.7337
C 2.4232 -3.1181 -1.1837
C -9.2719 2.3121 -2.8908
C -6.5324 -0.4782 -5.8194
C -5.1245 7.3551 4.4215
C -4.8225 -2.5024 -0.7267
C -1.9586 2.3865 2.3041
C 2.4223 -1.5697 -1.7103
C -2.1695 -10.2086 -2.7512
C -3.6164 -1.3925 -0.6879
C -7.4610 0.3879 -8.1910
C 2.8624 1.0727 -1.1846
C -2.8760 -4.4865 -1.4929
C 3.5938 6.2321 -1.6385
C 1.0808 -5.0315 0.3182
C -4.1984 3.8357 1.9584
C -1.2705 -4.6395 4.0413
C -1.2052 -5.2999 1.3549
C -7.2428 2.3893 -1.1263
C 1.2672 -3.0209 1.8344
C -0.1053 -3.9094 -1.7747
C 1.6680 5.0756 -0.1585
C -2.0472 -1.8504 -1.0140
C 8.0512 5.1004 2.2537
C 7.4853 2.9028 -1.9147
C 3.2401 -0.5039 -0.7726
C -3.9136 -8.3399 -1.9128
C 11.3512 0.4004 2.5037
C -4.4477 -4.0481 -1.1267
C -6.3473 -1.9474 -0.3735
H -6.5891 -0.0796 -8.6546
H -4.4723 3.5014 2.9617
H 6.8727 0.4452 -0.5773
H -6.4671 -0.9478 -1.0131
H 7.3925 3.5012 -1.0052
H 8.3723 -0.8661 4.2561
H -0.5625 -3.7315 3.8166
H 5.0723 3.8339 4.0061
H -2.8266 8.7471 5.4126
H -1.2824 1.5895 1.9833
H 8.3821 4.0967 1.9763
H -1.4078 3.3288 2.3528
H 4.0386 6.5240 -0.6844
H -3.8353 -8.8231 -0.9358
H 1.6737 -7.3626 -0.8089
H -1.5463 7.5150 5.2702
H -7.3831 -1.1636 -5.8285
H 3.9246 5.2284 -1.9158
H -1.2149 -10.4803 -3.2081
H -6.9473 3.3415 -1.5730
H -0.1066 -5.0414 -2.1471
H -5.3373 6.8797 5.3818
H -4.6736 -8.8390 -2.5185
H -9.8339 1.7920 -3.6702
H -2.1968 -10.5785 -1.7237
H -0.4923 -6.3059 -0.4064
H -2.9883 7.1799 6.2645
H 9.9869 -0.3942 4.8484
H -5.2940 -4.8708 -1.1916
H -3.5769 4.7324 2.0179
H -2.3681 2.1398 3.2867
H -8.2556 -0.3501 -8.0566
H 7.8309 3.5398 -2.7334
H -8.0148 2.5527 -0.3704
H 11.6589 1.1079 1.7299
H 2.0596 4.1085 -0.4824
H 8.3589 5.8079 1.4799
H 3.9015 6.9396 -2.4122
H -5.6897 -0.9183 -6.3578
H 11.6821 -0.6033 2.2263
H -3.8284 -0.2540 -0.4293
H 7.7366 1.5379 0.5486
H 6.5170 2.9768 3.4098
H -1.2819 -4.1329 1.3070
H -8.9123 3.2668 -3.2820
H -5.2481 8.4377 4.5027
H -0.9757 -5.0614 5.1042
H -9.9209 2.4801 -2.0283
H -7.8218 1.1954 -8.8336
H -7.1784 -2.7402 -0.5965
H 11.7960 0.6923 3.4578
H -1.2448 -1.0031 -0.9282
H -4.1918 -7.2914 -1.7768
H -2.5922 -5.5926 -1.7769
H -5.8137 6.9694 3.6665
H 6.6869 4.3058 4.5984
H 0.2459 -3.2840 -2.7296
H -0.1162 -6.4177 3.1276
H 8.4563 -0.0268 0.0895
H -6.3709 1.9242 -0.6586
H 6.5181 2.4690 -2.1790
H 9.8170 -1.7232 3.6598
H 2.2295 5.4375 0.7062
H -6.3214 -1.6081 0.7710
H 8.4960 5.3923 3.2078
H 0.6149 4.9656 0.1140
H -6.2370 -0.2824 -4.7859
H -2.9845 -10.6487 -3.3307
H -2.3702 -4.2160 4.1237
H -2.0301 -6.6061 3.1739
H -2.2461 -5.7096 0.9378
H -5.1053 4.0628 1.3929
*
```


(2)
Entry from the OMol25 dataset: C29H16Cl2N8O2ReS3 as an isolated structure (ωB97M-V with the def2-TZVPD basis set).

Summary:
LUMO level (alpha / beta) in eV: -0.7074 / -1.6123
Frontier orbital gap (alpha / beta) in Ha: 0.2467 / 0.2292
Max |F| in eV/A: 0.6
E in Eh: -3896.600927

```
! wB97M-V def2-TZVPD RIJCOSX def2/J DEFGRID3
* xyz 0 2
Re -0.1028 -0.0308 -0.0937
Cl -3.9696 -4.2486 3.8483
Cl -1.5718 -3.4772 5.7676
S 1.7344 4.0169 1.5893
S 2.2328 0.0008 -0.8508
S -0.5182 -0.7983 -2.2625
O 2.2337 -0.3170 2.9304
O -4.0388 -1.3565 -0.2408
N -1.8752 -0.9363 0.4659
N 0.8072 -2.0899 0.3294
N 4.4746 -1.2592 -3.4907
N 0.0847 -0.3590 2.0237
N 0.1995 2.1663 2.6957
N 0.9503 -2.4012 -5.2382
N 0.6458 1.9788 0.3758
N -1.7913 1.3271 -0.7243
C -0.8548 -1.2855 2.5278
C -2.8754 -2.5391 2.0903
C -2.7713 -3.1057 3.3564
C 2.6051 4.7985 -0.9589
C -4.0384 1.1259 -1.5618
C 0.7787 -3.1843 -0.4223
C -0.7605 -1.8546 3.7857
C -4.0240 2.4358 -2.0033
C -2.8948 3.1921 -1.7429
C 1.3950 -0.8256 2.2356
C 3.4532 -1.0460 -3.0085
C 1.0371 -1.1558 -2.9920
C 2.5873 4.5696 -2.3184
C -1.7223 -2.7702 4.1989
C 1.5695 -4.2877 -0.1331
C 0.7750 2.5611 1.5628
C 1.2802 2.7792 -0.6190
C 1.5957 -2.0722 1.4145
C -1.9154 -1.6287 1.6744
C 2.4309 -3.1092 1.7558
C 1.0062 -1.8288 -4.2420
C 1.8956 3.4725 -2.8326
C -2.9237 0.6183 -0.9239
C -3.0101 -0.7100 -0.2439
C -1.8128 2.6066 -1.1104
C 1.2467 2.5827 -2.0024
C 2.1944 -0.7934 -2.3897
C 1.9342 3.9050 -0.1330
C 2.4196 -4.2464 0.9561
H 1.5139 -5.1575 -0.7711
H 3.0562 -5.0895 1.1881
H 0.7215 1.7352 -2.4222
H -4.8935 0.4745 -1.6688
H -4.8777 2.8630 -2.5109
H 0.1103 -3.1726 -1.2725
H 3.1167 5.6553 -0.5422
H -2.8316 4.2333 -2.0239
H 1.8714 3.3058 -3.9010
H 3.1009 5.2476 -2.9856
H 0.5598 2.5567 3.5517
H -3.6910 -2.8136 1.4415
H -0.0167 1.1523 2.6949
H 0.0480 -1.5925 4.4555
H 3.0560 -3.0190 2.6327
H -0.9401 3.2013 -0.9115
*
```


(3)
Entry from the OMol25 dataset: a 2-piece molecular cluster, C4H14N overall in a non-equilibrium geometry (ωB97M-V with the def2-TZVPD basis set).

Summary:
LUMO level (alpha / beta) in eV: -7.2934 / -14.4134
Frontier orbital gap (alpha / beta) in Ha: 0.4899 / 0.2272
Max |F| in eV/A: 2.5
E in Eh: -214.734937

```
! wB97M-V def2-TZVPD RIJCOSX def2/J DEFGRID3
* xyz 2 2
N 0.5740 -1.9150 -1.0417
C 1.2974 -0.4796 0.9955
C -1.7562 1.5449 0.7394
C 1.6900 -1.4891 -0.0780
C -1.6691 2.3845 -0.5375
H -2.7883 2.2520 -0.7237
H 0.2627 -1.1533 -1.6462
H 2.5330 -1.1700 -0.6798
H -0.2157 -2.3304 -0.5486
H 1.0160 -2.5840 -1.6801
H -1.5132 3.4410 -0.3119
H 1.0961 -0.9645 1.9530
H -2.3814 2.0242 1.4924
H 1.9071 -2.4352 0.4096
H -0.8903 2.0222 -1.1947
H -2.0458 0.4886 0.6652
H 2.0738 0.2774 1.0651
H -0.6909 1.4646 1.1435
H 0.3608 0.1151 0.9841
*
```


(4)
Entry from the OMol25 dataset: C8H18O as an isolated structure in a non-equilibrium geometry (ωB97M-V with the def2-TZVPD basis set).

Summary:
LUMO level in eV: 0.9367
Frontier orbital gap in Ha: 0.3180
Max |F| in eV/A: 5.6
E in Eh: -390.754259

```
! wB97M-V def2-TZVPD RIJCOSX def2/J DEFGRID3
* xyz 0 1
O -1.6632 -2.1995 -0.5918
C -2.2774 -0.5698 0.9883
C 0.3414 -0.4956 -0.3615
C -1.6059 -0.8034 -0.3432
C -2.2504 -0.0536 -1.4897
C 2.5385 0.6322 0.3947
C 0.5329 0.6441 0.4683
C 0.0493 2.0040 0.0341
C 3.1971 -0.6838 0.7219
H 0.6272 2.7890 0.5318
H -3.2914 -0.3777 -1.6445
H -1.7282 -0.2443 -2.4342
H -3.3061 -0.9614 0.9890
H 3.0736 -1.4126 -0.0863
H 0.6635 -1.4476 0.0553
H -2.2725 1.0229 -1.3155
H 2.7418 1.3837 1.1601
H -2.3411 0.4921 1.2331
H 4.2770 -0.5746 0.8957
H 0.1402 2.1396 -1.0457
H 0.3547 0.4552 1.5274
H -1.2801 -2.3757 -1.4625
H -0.9894 2.1716 0.3289
H -1.7495 -1.0928 1.7909
H 2.8738 1.0419 -0.5597
H 0.5752 -0.3677 -1.4173
H 2.7688 -1.1162 1.6324
*
```


(5)
Entry from the OMol25 dataset: C26H46BN8NiS4 as an isolated structure (ωB97M-V with the def2-TZVPD basis set).

Summary:
LUMO level (alpha / beta) in eV: -2.5931 / -2.5904
Frontier orbital gap (alpha / beta) in Ha: 0.2596 / 0.2597
Max |F| in eV/A: 0.3
E in Eh: -4582.249411

```
! wB97M-V def2-TZVPD RIJCOSX def2/J DEFGRID3
* xyz 1 1
Ni 0.3366 1.0069 -0.1407
S 2.5168 0.3709 -0.2840
S 0.0564 0.6577 2.2084
S -1.8395 0.8277 -0.7514
S 0.7078 2.7958 -1.4483
N 1.4031 -2.1032 -0.8109
N -0.4844 5.0930 -1.9455
N -1.2347 -1.8774 -0.8671
N -0.2827 4.6060 0.2947
N 3.5096 -1.9754 -1.3977
N -3.2512 -1.4046 -1.5849
N 0.0136 -1.7856 3.5121
N 0.0594 -1.9075 1.3271
C -4.5435 -0.8032 -2.0680
C -4.5190 -0.8554 -3.5945
C -2.1192 -0.8615 -1.0668
C 0.4033 3.9858 1.4178
C 0.0491 0.0739 5.2362
C -0.0710 4.2340 -0.9711
C -1.8137 -3.0549 -1.2844
C 1.7635 -3.3275 -1.3261
C 2.4788 -1.2731 -0.8627
C 5.0859 -1.8012 -3.2554
C 1.2139 -2.0775 5.6194
C -1.3073 -1.9792 5.5548
C -1.3563 5.5157 0.6763
C -5.6864 -1.6509 -1.5026
C 5.3087 -0.1899 -1.3820
C 5.8359 -2.5781 -0.9724
C -3.0453 -2.7680 -1.7351
C 0.0019 -3.1264 3.1576
C -0.1433 6.5112 -1.8606
C 4.9304 -1.6181 -1.7453
C -0.6497 4.6372 -3.3192
C -0.0077 -1.4238 4.9695
C 3.0558 -3.2537 -1.6861
C -4.7541 0.6321 -1.6061
C 0.0461 -1.0396 2.3732
C 0.0322 -3.1982 1.8188
B 0.1026 -1.6090 -0.1675
H -5.6980 -2.6664 -1.8932
H -1.3203 5.3352 -3.8203
H 6.3498 -0.0585 -1.6785
H 0.1868 -0.4751 -0.4641
H 0.9529 0.5278 4.8394
H -0.9690 6.4813 1.0061
H 4.3858 -1.1612 -3.7929
H 1.3490 3.5594 1.0937
H 0.0472 0.1971 6.3201
H -0.9917 7.1241 -2.1652
H -2.1695 -1.5449 5.0485
H 4.7077 0.5452 -1.9096
H -0.0266 -3.9103 3.8891
H 0.5924 4.7560 2.1661
H -1.9018 5.0629 1.5049
H 5.2342 -0.0026 -0.3135
H 6.0978 -1.5212 -3.5461
H -0.2138 3.2066 1.8673
H 6.8769 -2.3287 -1.1749
H -1.0866 3.6436 -3.3336
H -6.6331 -1.1899 -1.7803
H -5.6340 -1.6936 -0.4146
H 4.9249 -2.8319 -3.5681
H 2.1318 -1.7153 5.1562
H 1.1942 -3.1642 5.5485
H -4.0470 1.3206 -2.0575
H -5.7578 0.9197 -1.9202
H 1.2369 -1.8167 6.6770
H 1.0814 -4.1555 -1.3937
H -2.0353 5.6624 -0.1589
H -3.7907 -3.4148 -2.1530
H 0.3025 4.6132 -3.8553
H 5.6841 -3.6174 -1.2606
H -1.3674 -3.0640 5.4745
H 0.1489 6.7851 -0.8532
H -3.6747 -0.2847 -3.9824
H 0.6968 6.7172 -2.5295
H -1.3134 -4.0040 -1.2220
H 0.0421 -4.0617 1.1776
H -1.3639 -1.7210 6.6119
H 5.6645 -2.4852 0.1002
H -4.6951 0.7263 -0.5233
H -4.4449 -1.8789 -3.9622
H 3.6918 -3.9980 -2.1241
H -0.8108 0.5978 4.8291
H -5.4373 -0.4210 -3.9889
*
```


(6)
Entry from the OMol25 dataset: C53H58N4O3P2Ti as an isolated structure in a non-equilibrium geometry (ωB97M-V with the def2-TZVPD basis set).

Summary:
LUMO level in eV: -6.3166
Frontier orbital gap in Ha: 0.2242
Max |F| in eV/A: 1.4
E in Eh: -4031.054088

```
! wB97M-V def2-TZVPD RIJCOSX def2/J DEFGRID3
* xyz 2 1
Ti 0.8571 -0.1913 0.0672
P -2.9089 1.2573 2.2660
P 0.1872 -1.7620 -2.1574
O -1.6991 1.4071 -2.3827
O 0.9633 2.3180 0.0884
O -0.6848 0.4622 -0.6252
N -0.4093 -1.9298 0.8497
N 2.0176 0.4107 -1.6114
N 2.4290 -1.3201 0.2323
N 1.6462 0.3828 2.0053
C 0.9411 -5.7037 -1.5738
C 1.8956 3.4266 0.0300
C -1.2272 -4.1783 -2.4221
C 0.9631 -0.3714 -5.9529
C 3.4010 -1.3196 -0.7816
C -6.9691 0.5653 1.7029
C -5.7624 0.8642 2.3172
C 3.7392 -2.8918 3.4037
C -4.5636 0.8314 1.6017
C 1.0476 -4.3234 -1.6406
C 3.1483 -0.3472 -1.7811
C -3.5501 -0.9122 3.9863
C 2.8475 -0.6986 3.8205
C 1.9362 -2.3458 -4.2614
C 2.3962 -0.6553 2.4988
C 0.0472 -3.1739 1.0728
C -4.1448 3.7496 3.2348
C -2.8394 0.4458 3.9916
C -0.7778 -4.2600 1.2792
C -3.0237 3.1309 2.3986
C 1.7412 1.3471 -2.5042
C 2.4947 -2.1694 -5.5167
C -1.3498 0.1689 4.2472
C -1.3364 -5.5599 -2.3395
C 1.4698 1.4428 2.7738
C -1.4829 -0.9986 -2.3253
C 5.2086 -0.9272 -2.9165
C 0.8776 -1.5388 -3.8383
C -7.0063 0.2320 0.3547
C 5.4612 -1.8408 -1.9366
C -1.6640 3.6476 2.8849
C -5.8299 0.2040 -0.3776
C -0.2569 -6.3211 -1.9135
C -3.2157 3.5906 0.9444
C 2.7470 -1.6660 1.5707
C -1.3488 0.4202 -1.8108
C 2.5761 1.6174 -3.5936
C -2.6384 -2.8091 0.9917
C -3.3586 1.2723 5.1704
C 3.5214 -1.8623 4.2705
C 3.7145 0.8809 -3.7655
C 2.0068 -1.1838 -6.3668
C 1.9892 1.5319 4.0714
C -4.6233 0.5009 0.2463
C -0.0353 -3.5527 -2.0703
C 3.3701 -2.7903 2.0390
C 2.6382 0.4557 4.6089
C 4.0340 -0.1396 -2.8430
C -1.7493 -1.7702 0.8277
C 4.5657 -2.0364 -0.8562
C 0.4091 -0.5367 -4.6903
C -2.1490 -4.0866 1.2212
C 3.3155 2.9344 0.1742
H -3.0448 4.6685 0.8793
H 3.5965 -3.6105 1.3702
H -5.8507 -0.0379 -1.4327
H -3.9888 3.6437 4.3040
H -2.0738 -3.5993 -2.7703
H -0.3381 -5.2310 1.4591
H -0.3477 -7.3975 -1.8519
H -2.1079 -0.7582 0.7105
H -1.8640 -1.0026 -3.3417
H -5.7647 1.1337 3.3655
H 1.7616 3.9463 -0.9207
H 2.2983 2.4008 -4.2845
H -3.1876 0.7104 6.0932
H -0.8834 3.4115 2.1553
H 0.8288 1.9098 -2.3618
H 0.0718 2.6312 -0.1232
H -3.6995 -2.5984 0.9581
H 3.3071 -2.8088 -5.8364
H -5.1206 3.3383 2.9771
H 3.8602 -1.9158 5.2969
H 0.5730 0.3931 -6.6123
H -0.8969 -0.4058 3.4338
H -1.6980 4.7347 2.9952
H 5.9003 -0.7784 -3.7352
H -4.6022 -0.8532 3.7211
H -4.2279 3.3909 0.5918
H -7.8861 0.6004 2.2763
H -2.1689 -1.5398 -1.6710
H -1.2333 -0.4040 5.1725
H -7.9508 0.0087 -0.1231
H -4.4276 1.4738 5.1047
H -3.4837 -1.3390 4.9911
H 4.2255 -3.7945 3.7474
H 1.1161 -3.3008 1.0976
H 3.0093 0.4803 5.6264
H -0.3968 0.1223 -4.3896
H -2.8350 2.2221 5.2697
H -2.2624 -6.0431 -2.6224
H 1.6514 4.1254 0.8330
H 4.3774 1.0708 -4.6011
H -1.3781 3.2282 3.8523
H -2.8201 -4.9241 1.3593
H 2.4334 -1.0582 -7.3533
H 0.8683 2.2397 2.3668
H -4.1813 4.8214 3.0199
H -3.7130 0.5206 -0.3452
H 2.3221 -3.1275 -3.6195
H -2.5227 3.0911 0.2579
H -3.0686 -1.6125 3.3031
H 1.9786 -3.8389 -1.3598
H 3.6262 2.3295 -0.6778
H 6.3689 -2.4280 -1.9699
H 4.8330 -2.7436 -0.0857
H -0.7924 1.1011 4.3648
H 1.7867 -6.2991 -1.2542
H 3.4425 2.3437 1.0821
H 3.9837 3.7932 0.2355
H 1.8394 2.4419 4.6351
*
```